1.
Density functional theory data (ωB97M-V/def2-TZVPD) for a cluster of 6 separate species, C24H66N6O6 in total.

As for the SMILES: COC[C@H](C)N.COC[C@H](C)N.COC[C@H](C)N.COC[C@H](C)N.COC[C@H](C)N.COC[C@H](C)N. As for the LUMO energy: 0.65 eV. Its strongest force on any atom is 0.2181 hartree/bohr. The total charge is 0. Its energy above the lowest of the compared OMol25 structures with the same formula, charge and spin is 330.4 kcal per mole. For the energy, the calculation gives -47167.3889 eV.

```
102
C24H66N6O6 ωB97M-V/def2-TZVPD
C 2.40559 0.57121 5.46791
O 2.00759 -0.79179 5.65891
C 0.93359 -1.03779 6.58591
C 1.05059 -2.54879 6.96391
C 1.13159 -3.45979 5.77991
N -0.19241 -3.01579 7.66891
H 2.86659 0.95621 6.32891
H 1.35459 1.26621 5.44191
H 3.10559 0.74821 4.67891
H 1.07059 -0.44779 7.68091
H 0.03259 -1.06579 6.10791
H 1.94859 -2.72679 7.47891
H 2.03759 -3.42979 5.37091
H 0.37959 -3.17379 5.14791
H 1.19559 -4.72379 5.98491
H 0.06059 -2.62879 8.53991
H -1.14441 -2.70579 7.41591
C 2.62859 1.24821 -1.30009
O 1.92259 2.41321 -1.82309
C 0.57159 2.42121 -1.62809
C -0.11241 3.31921 -2.66909
C 0.07059 4.82121 -2.37809
N -1.49041 2.92521 -2.82009
H 3.58759 1.27821 -1.71009
H 2.06659 0.34621 -1.45009
H 2.93759 1.26521 -0.28409
H -0.00041 1.48721 -2.04509
H 0.23559 2.71021 -0.74509
H 0.37059 3.25821 -3.58309
H -0.21241 5.47521 -3.29009
H 1.10659 4.74421 -2.08009
H -0.69241 5.09621 -1.67909
H -1.47341 1.96021 -3.30109
H -1.94341 2.79221 -1.97009
C -3.22941 1.21321 -5.19609
O -2.00841 0.74321 -4.74409
C -1.02441 0.36721 -5.77809
C -1.48541 -0.97679 -6.38409
C -1.52341 -2.15279 -5.28709
N -0.64241 -1.36079 -7.44009
H -2.95041 1.98721 -6.06009
H -3.90241 1.57321 -4.44409
H -3.97841 0.42821 -5.50709
H -1.13841 1.12521 -6.56009
H -0.03941 0.16821 -5.23809
H -2.57541 -0.83379 -6.82109
H -1.61841 -3.02279 -5.80609
H -2.19041 -1.93079 -4.64509
H -0.65941 -2.21579 -4.82309
H -1.20341 -1.51379 -8.22509
H 0.08659 -0.64379 -7.75709
C -6.88041 -0.20279 -1.99009
O -6.11141 0.64121 -1.15209
C -4.90441 0.98021 -1.45509
C -3.87241 0.95721 -0.26609
C -4.46541 1.74721 0.90191
N -2.50241 1.39921 -0.58809
H -6.74041 -1.30079 -1.92109
H -6.80741 0.20121 -2.95109
H -7.96741 -0.33179 -1.80109
H -4.37541 0.53621 -2.29609
H -5.00941 1.97021 -1.76309
H -3.71941 -0.07479 0.17891
H -3.78941 1.68921 1.87891
H -5.25341 1.30421 1.33191
H -4.69641 2.70521 0.64691
H -1.77841 1.90121 0.03391
H -2.07341 0.71921 -1.11509
C 6.46459 1.88321 2.02991
O 6.36459 0.50321 1.68891
C 5.14459 -0.03879 2.24591
C 5.07159 -1.55879 1.82991
C 5.20859 -1.78279 0.41191
N 3.81159 -2.13679 2.39991
H 7.06059 2.16621 3.00391
H 5.68259 2.42121 1.87591
H 7.23059 2.15321 1.12691
H 5.28659 -0.11679 3.34391
H 4.33359 0.51521 1.88191
H 5.90459 -2.27579 2.48891
H 4.29359 -1.25079 -0.02009
H 5.21659 -2.69979 0.13691
H 5.94459 -0.96279 0.09591
H 2.99459 -1.41379 2.17391
H 3.93359 -2.37879 3.39191
C -1.39341 -1.57579 -2.00209
O -1.35541 -1.15879 -0.55509
C -0.17041 -1.59779 0.13591
C -0.32141 -1.38979 1.59291
C -0.96841 0.03521 1.98991
N 0.91459 -1.45179 2.31791
H -2.26041 -1.17079 -2.42509
H -1.30141 -2.66479 -2.18509
H -0.60441 -1.11679 -2.57509
H -0.06741 -2.52179 -0.27009
H 0.59059 -0.76679 -0.26809
H -1.00841 -2.03779 1.96591
H -1.03841 -0.05379 2.99991
H -1.77541 0.14221 1.60491
H -0.31441 0.70421 1.42691
H 1.40759 -2.30679 2.32691
H 0.93259 -1.23779 3.30991
```

These are the Mulliken partial charges, in e, on atoms 1 to 2: -0.762, -0.170

***

2.
Density functional theory data (ωB97M-V/def2-TZVPD) for an isolated molecule of C4H8N2OS.

As for the SMILES: O=[S@@H]1=NCC=CCN1. As for the LUMO energy: 0.67 eV. Its strongest force on any atom is 0.1332 hartree/bohr. The total charge is 0. Its energy above the lowest of the compared OMol25 structures with the same formula, charge and spin is 115.0 kcal per mole. For the energy, the calculation gives -20135.8466 eV.

```
16
C4H8N2OS ωB97M-V/def2-TZVPD
O -0.10820 -1.04884 2.57721
S 0.70667 -0.96013 1.14190
N 1.38517 0.25910 0.51003
C 0.72944 1.53340 0.34586
C -0.70312 1.33389 -0.14601
C -1.09364 0.32962 -0.90895
C -0.15216 -0.84867 -1.22627
N -0.11388 -1.71413 -0.09757
H 1.71215 -1.71471 1.28738
H 1.47600 2.09091 -0.38736
H 0.65729 2.17352 1.17670
H -1.44275 2.15142 0.02379
H -2.13288 0.21498 -0.89074
H -0.57219 -1.37108 -2.07562
H 0.74985 -0.47891 -1.54167
H -1.09774 -1.95036 0.21132
```

These are the natural (NBO) partial charges, in e, on atoms 1 to 2: -0.900, 1.866

***

3.
Density functional theory data (ωB97M-V/def2-TZVPD) for a structure of composition C9H29B2NNaO.

As for the LUMO energy: 2.21 eV. Its strongest force on any atom is 0.0431 hartree/bohr. The total charge is -1. Its energy above the lowest of the compared OMol25 structures with the same formula, charge and spin is 0.0 kcal per mole. For the energy, the calculation gives -19109.3950 eV.

```
43
C9H29B2NNaO ωB97M-V/def2-TZVPD
Na -21.61513 -14.52972 -9.81269
B -23.57282 -12.92285 -9.02082
H -22.57532 -12.33692 -9.17603
H -24.41272 -12.13205 -8.85573
H -23.75949 -13.54356 -9.97770
H -23.58059 -13.67537 -8.12066
B -21.47529 -13.26355 -11.96822
H -22.28518 -14.00547 -11.62336
H -21.26767 -12.40048 -11.21881
H -20.54242 -13.94621 -12.17095
H -21.81258 -12.79665 -12.98099
C -17.89748 -16.01492 -7.00838
C -19.17705 -15.86356 -7.85637
N -19.69865 -14.53194 -8.06845
C -20.35461 -14.02947 -6.85444
C -21.44310 -14.89516 -6.25068
C -18.74877 -13.53601 -8.53454
C -18.18625 -13.94818 -9.92311
H -17.73736 -17.09328 -6.95344
H -18.00911 -15.70310 -5.96378
H -17.04866 -15.42635 -7.35410
H -18.96828 -16.41230 -8.78069
H -19.90704 -16.54800 -7.42282
H -19.58512 -13.91997 -6.06805
H -20.77110 -13.04165 -7.04969
H -22.18984 -15.13974 -7.01576
H -21.14821 -15.88245 -5.88660
H -21.97874 -14.37964 -5.45636
H -17.85292 -13.45778 -7.90314
H -19.26106 -12.58376 -8.63679
H -17.52460 -13.17499 -10.31791
H -19.01351 -13.93089 -10.64068
H -17.70630 -14.92426 -9.92224
C -19.49706 -17.87558 -11.41636
C -20.79771 -17.13368 -11.59048
O -21.55379 -16.99797 -10.65251
C -21.05790 -16.51646 -12.94231
H -18.69565 -17.18866 -11.70447
H -19.48784 -18.73001 -12.09017
H -19.37628 -18.01198 -10.34330
H -21.27428 -17.34038 -13.63076
H -20.25362 -15.92040 -13.36954
H -21.88543 -15.81373 -12.84523
```

These are the natural (NBO) partial charges, in e, on atoms 1 to 2: 0.922, -0.798

***

4.
Density functional theory data (ωB97M-V/def2-TZVPD) for a cluster of 2 separate species, C5H12NO in total.

As for the LUMO energy: -4.66 eV. Its strongest force on any atom is 0.0533 hartree/bohr. The total charge is +1. Its energy above the lowest of the compared OMol25 structures with the same formula, charge and spin is 70.4 kcal per mole. For the energy, the calculation gives -8907.5775 eV.

```
19
C5H12NO ωB97M-V/def2-TZVPD
C -1.70106 -2.60196 1.16838
C -0.47382 -1.84285 1.66701
C -0.42776 -0.36179 1.17261
C 0.66194 0.31145 0.75134
N 0.62124 0.68799 -0.73923
C 0.51036 -0.23890 -1.59734
H -1.72364 -3.60230 1.62569
H -1.60972 -2.77867 0.04621
H -2.66769 -2.13097 1.46569
H 0.44125 -2.36602 1.35842
H -0.46979 -1.90904 2.78532
H -1.47645 -0.09962 0.93927
H 1.67276 0.56635 1.04036
H 0.52270 1.64612 -1.13694
H 0.24734 -1.22984 -1.19293
H 0.64707 -0.12717 -2.66198
H 0.13530 3.83749 -2.28361
H 1.64917 3.73339 -2.21158
O 0.83690 3.44398 -1.74522
```

These are the natural (NBO) partial charges, in e, on atoms 1 to 2: -0.613, -0.453

***

5.
Density functional theory data (ωB97M-V/def2-TZVPD) for an isolated molecule of C22H26N4O3.

As for the SMILES: CC(=O)Nc1cccc(/C(C)=N/NC(=O)c2ccc(CN3CCOCC3)cc2)c1. As for the LUMO energy: 0.51 eV. Its strongest force on any atom is 0.0253 hartree/bohr. The total charge is 0. Its energy above the lowest of the compared OMol25 structures with the same formula, charge and spin is 66.7 kcal per mole. For the energy, the calculation gives -35338.9083 eV.

```
55
C22H26N4O3 ωB97M-V/def2-TZVPD
C 0.15661 3.18819 2.70205
C -0.19031 1.73855 2.42184
O -0.82964 1.38790 1.45866
N 0.30278 0.89825 3.37920
C 0.18409 -0.49250 3.48168
C 0.58317 -1.09306 4.67584
C 0.48556 -2.46268 4.82501
C -0.01629 -3.24810 3.80303
C -0.41520 -2.66082 2.60351
C -0.93408 -3.46939 1.49305
C -1.64421 -4.76502 1.79512
N -0.73718 -3.00049 0.32258
N -1.13502 -3.63724 -0.78493
C -0.88450 -3.19206 -2.06085
O -1.17364 -3.91259 -2.99704
C -0.25005 -1.86265 -2.20155
C -0.55204 -0.79069 -1.36847
C 0.09953 0.41666 -1.52425
C 1.03873 0.59057 -2.53303
C 1.78200 1.89274 -2.67774
N 1.05226 3.00038 -2.09588
C -0.11617 3.36913 -2.87521
C -0.91122 4.41267 -2.09279
O -0.13149 5.55779 -1.82606
C 1.03097 5.20870 -1.11482
C 1.86825 4.17700 -1.87254
C 1.30358 -0.46678 -3.39632
C 0.66920 -1.68212 -3.23260
C -0.30278 -1.28023 2.44902
H 1.23550 3.32613 2.66191
H -0.20033 3.48486 3.68610
H -0.31043 3.81787 1.95027
H 0.77614 1.33251 4.15985
H 0.96949 -0.48592 5.48296
H 0.80319 -2.92262 5.74912
H -0.06768 -4.31766 3.93515
H -0.98530 -5.61577 1.61481
H -2.52296 -4.87215 1.15854
H -1.97310 -4.78897 2.82925
H -1.56747 -4.56183 -0.73748
H -1.30451 -0.89005 -0.60435
H -0.11997 1.23154 -0.85322
H 2.02310 2.06832 -3.74301
H 2.73305 1.80320 -2.13921
H -0.73132 2.48326 -3.03849
H 0.17221 3.78935 -3.85664
H -1.77332 4.75764 -2.66566
H -1.25221 3.96381 -1.14817
H 1.59162 6.13405 -0.96887
H 0.75597 4.78659 -0.13615
H 2.73783 3.90292 -1.27037
H 2.21994 4.62137 -2.82208
H 2.01787 -0.33796 -4.19771
H 0.87900 -2.50854 -3.89518
H -0.60172 -0.82720 1.52144
```

These are the natural (NBO) partial charges, in e, on atoms 1 to 2: -0.713, 0.690